{
  "formula": "C9H14FO3",
  "method": "ωB97M-V with the def2-TZVPD basis set",
  "species": ["C", "C", "C", "O", "C", "F", "C", "O", "O", "C", "C", "C", "C", "H", "H", "H", "H", "H", "H", "H", "H", "H", "H", "H", "H", "H", "H"],
  "coordinates": [[-1.761, -0.223, 2.372], [-1.181, 0.479, 1.413], [-1.093, 0.012, -0.003], [-1.805, -1.147, -0.259], [-2.007, 1.353, -0.893], [-2.041, 1.048, -2.233], [-3.418, 1.305, -0.216], [-4.006, 0.203, -0.296], [-3.778, 2.335, 0.353], [0.360, -0.139, -0.514], [0.989, -1.294, 0.278], [0.366, -0.517, -1.998], [1.193, 1.129, -0.304], [-1.848, 0.150, 3.380], [-2.185, -1.191, 2.167], [-0.776, 1.460, 1.616], [-2.769, -0.856, -0.283], [-1.496, 2.308, -0.766], [0.980, -1.077, 1.344], [0.412, -2.198, 0.107], [2.017, -1.458, -0.042], [0.127, 0.338, -2.621], [-0.381, -1.286, -2.171], [1.347, -0.899, -2.287], [0.680, 1.997, -0.707], [2.149, 1.026, -0.817], [1.391, 1.295, 0.754]],
  "charge": -1,
  "smiles": "C=C[C@@](O)([C@@H](F)C(=O)[O-])C(C)(C)C"
}

***

{
  "formula": "C52H39N3O9P3S",
  "method": "ωB97M-V with the def2-TZVPD basis set",
  "species": ["C", "C", "C", "C", "C", "C", "C", "C", "N", "N", "P", "N", "O", "O", "C", "P", "O", "C", "P", "S", "H", "H", "H", "H", "H", "H", "H", "H", "H", "H", "H", "H", "H", "H", "H", "C", "C", "C", "C", "C", "C", "C", "O", "C", "C", "C", "C", "C", "C", "C", "O", "H", "H", "H", "H", "H", "H", "H", "H", "C", "C", "C", "C", "C", "C", "C", "O", "C", "C", "C", "C", "C", "C", "C", "O", "H", "H", "H", "H", "H", "H", "H", "H", "C", "C", "C", "C", "C", "C", "C", "O", "C", "C", "C", "C", "C", "C", "C", "O", "H", "H", "H", "H", "H", "H", "H", "H"],
  "coordinates": [[-0.639, -3.509, -6.488], [0.239, -2.674, -6.513], [1.279, -1.590, -6.202], [2.339, -2.247, -5.271], [1.940, -2.544, -3.889], [0.545, -2.197, -3.310], [0.725, -0.763, -2.680], [1.222, -0.609, -1.430], [2.801, -3.139, -3.064], [3.976, -3.427, -3.546], [5.033, -4.277, -2.353], [4.324, -4.355, -0.974], [5.389, -5.820, -2.834], [6.373, -3.355, -2.148], [4.534, -3.200, -4.771], [6.280, -3.661, -5.327], [6.262, -4.358, -6.649], [3.668, -2.544, -5.767], [4.274, -2.145, -7.492], [5.356, -0.519, -7.514], [-1.296, -4.351, -6.240], [0.800, -0.774, -5.605], [1.695, -1.204, -7.150], [-0.241, -2.141, -4.091], [0.283, -2.967, -2.553], [0.450, 0.075, -3.359], [1.907, 0.237, -1.210], [0.916, -1.313, -0.631], [4.227, -5.339, -0.713], [4.836, -6.033, -3.614], [7.022, -3.827, -1.592], [6.946, -4.494, -4.397], [6.974, -2.431, -5.469], [3.111, -1.890, -8.277], [4.949, -3.244, -8.075], [0.849, -0.172, 4.225], [0.272, 0.237, 5.423], [-0.586, 1.325, 5.446], [-0.863, 2.018, 4.273], [-0.266, 1.623, 3.074], [0.581, 0.520, 3.053], [-0.513, 2.382, 1.822], [0.004, 2.037, 0.774], [-1.394, 3.576, 1.872], [-1.591, 4.332, 0.720], [-2.423, 5.441, 0.752], [-3.070, 5.794, 1.933], [-2.873, 5.047, 3.085], [-2.028, 3.942, 3.060], [-1.798, 3.171, 4.309], [-2.359, 3.481, 5.340], [1.513, -1.028, 4.207], [0.492, -0.296, 6.340], [-1.036, 1.637, 6.380], [1.037, 0.202, 2.123], [-1.093, 4.059, -0.202], [-2.571, 6.031, -0.144], [-3.725, 6.657, 1.955], [-3.374, 5.328, 4.003], [6.939, 2.751, 9.036], [6.347, 2.039, 7.996], [4.969, 1.902, 7.944], [4.176, 2.467, 8.938], [4.771, 3.161, 9.993], [6.154, 3.310, 10.032], [3.943, 3.728, 11.088], [4.460, 4.335, 12.004], [2.471, 3.532, 11.045], [1.685, 4.006, 12.090], [0.309, 3.840, 12.054], [-0.290, 3.207, 10.969], [0.489, 2.727, 9.927], [1.872, 2.879, 9.966], [2.699, 2.330, 8.862], [2.177, 1.772, 7.915], [8.016, 2.864, 9.070], [6.964, 1.592, 7.225], [4.511, 1.352, 7.131], [6.618, 3.859, 10.842], [2.146, 4.503, 12.935], [-0.301, 4.206, 12.871], [-1.366, 3.084, 10.938], [0.021, 2.231, 9.087], [-10.337, -2.182, -5.851], [-9.746, -3.138, -5.031], [-8.369, -3.303, -5.035], [-7.578, -2.519, -5.869], [-8.174, -1.576, -6.710], [-9.554, -1.403, -6.690], [-7.349, -0.766, -7.642], [-7.864, 0.057, -8.371], [-5.879, -0.987, -7.672], [-5.096, -0.278, -8.578], [-3.722, -0.468, -8.605], [-3.124, -1.361, -7.719], [-3.902, -2.072, -6.820], [-5.281, -1.895, -6.799], [-6.104, -2.691, -5.853], [-5.578, -3.473, -5.083], [-11.412, -2.049, -5.840], [-10.360, -3.755, -4.386], [-7.912, -4.044, -4.392], [-10.018, -0.664, -7.330], [-5.557, 0.420, -9.266], [-3.115, 0.081, -9.315], [-2.051, -1.504, -7.735], [-3.434, -2.769, -6.135]],
  "charge": 1
}

***

Sequential HOMO energy output: -0.1680 -0.3968 Ha
Sequential ΔE to the lowest compared entry with this formula, charge and spin output: 0.0 39.8 kcal per mole